# 1
A molecular structure, C19H36N3O3PPtTe2, computed with ωB97M-V/def2-TZVPD.

As for the net charge: 0. The HOMO energy (spin up / spin down) comes out at -0.250 / -0.250 Eh. For the electronic energy, the calculation gives -58022.195 eV. The spin multiplicity is 3. As for the frontier orbital gap (spin up / spin down): 0.2523 / 0.2214 hartree.

Structure (XYZ):
```
65
Properties=species:S:1:pos:R:3:mulliken_spin:R:1
Pt 0.19 -1.27 -0.52 1.30
C -2.13 -3.40 -1.84 -0.01
C -2.86 -2.07 -1.59 0.02
N -2.00 -0.90 -1.71 0.10
C -1.69 -0.41 -3.05 0.02
C -0.70 -1.32 -3.82 -0.01
N 0.32 -1.88 -2.93 0.05
C 0.62 -3.31 -3.05 0.00
C 0.26 -4.08 -1.77 0.00
N -0.89 -3.48 -1.09 0.17
H -2.82 -4.21 -1.58 0.00
H -1.91 -3.50 -2.90 0.00
H -3.71 -2.02 -2.28 0.00
H -3.24 -2.08 -0.57 0.00
H -2.39 -0.15 -1.16 -0.01
H -2.59 -0.30 -3.67 0.00
H -1.24 0.58 -2.93 0.00
H -1.25 -2.12 -4.30 0.00
H -0.25 -0.72 -4.62 0.00
H 1.18 -1.35 -2.96 0.00
H 0.08 -3.73 -3.91 0.00
H 1.68 -3.46 -3.24 0.00
H 0.09 -5.14 -2.03 0.00
H 1.10 -4.03 -1.07 0.00
H -1.03 -3.92 -0.19 -0.02
C 0.35 2.52 1.05 -0.01
C 1.74 2.03 0.67 0.01
O 1.62 0.76 0.00 0.06
P 2.94 0.10 -0.70 0.04
O 2.37 -1.21 -1.18 0.05
Te 4.87 0.14 0.61 0.01
O 3.19 1.09 -1.97 0.00
C 2.15 1.23 -2.94 0.01
C 2.07 2.68 -3.39 0.00
H 0.42 3.54 1.41 0.00
H -0.07 1.89 1.83 0.00
H -0.31 2.49 0.18 0.00
H 2.36 1.92 1.55 0.00
H 2.23 2.75 0.00 0.00
H 1.19 0.92 -2.52 0.00
H 2.38 0.59 -3.80 0.00
H 1.81 3.32 -2.55 0.00
H 1.31 2.78 -4.17 0.00
H 3.03 3.00 -3.79 0.00
C -0.33 3.22 5.88 0.00
C -0.39 2.24 4.74 0.01
C 0.70 1.46 4.41 0.00
C 0.61 0.45 3.45 -0.02
C 1.84 -0.36 3.13 -0.02
C -0.61 0.23 2.82 0.04
Te -0.91 -1.58 1.73 0.21
C -1.69 1.09 3.05 0.00
C -2.97 0.99 2.26 0.00
C -1.57 2.08 4.02 -0.01
H 0.70 3.36 6.22 0.00
H -0.91 2.85 6.73 0.00
H -0.74 4.19 5.60 0.00
H 1.64 1.61 4.92 0.00
H 2.74 0.21 3.34 0.00
H 1.85 -0.65 2.08 0.01
H 1.86 -1.28 3.73 0.00
H -2.76 1.11 1.19 0.00
H -3.68 1.77 2.56 0.00
H -3.45 0.02 2.39 0.00
H -2.41 2.73 4.22 0.00
```

=====

# 2
2 unconnected molecules or ions with the total composition C19H36N3O4, computed with ωB97M-V/def2-TZVPD.

As for the net charge: +1. The HOMO energy comes out at -0.385 Eh. For the electronic energy, the calculation gives -32939.925 eV. As for the frontier orbital gap: 0.2823 hartree.

Structure (XYZ):
```
62
Properties=species:S:1:pos:R:3:mulliken_charge:R:1
C 2.22 0.99 5.60 -0.71
O 1.35 -0.05 5.12 -0.42
C 0.25 0.42 4.41 -0.53
N 0.08 -0.51 3.29 -0.06
C -0.99 -0.53 2.53 0.51
N -2.03 0.30 2.67 -0.21
C -2.33 1.15 1.49 -0.95
C -2.41 0.20 0.30 -0.54
C -1.07 -0.53 0.24 0.86
C -0.83 -1.30 -1.03 -0.65
C 0.66 -1.55 -1.30 -1.77
C 1.45 -0.26 -1.49 2.55
C 0.87 0.54 -2.69 -1.78
C 2.94 -0.53 -1.76 -1.21
C 3.91 0.41 -1.02 -0.87
C 3.71 1.88 -1.29 -0.70
C 2.72 2.65 -0.84 1.07
C 2.11 2.52 0.52 -0.90
C 2.13 3.72 -1.74 -1.66
N -1.05 -1.40 1.47 -0.38
H 2.54 0.73 6.61 0.28
H 1.75 1.96 5.65 0.36
H 3.12 1.01 4.99 0.28
H 0.40 1.43 4.03 0.43
H -0.61 0.36 5.07 0.27
H 0.83 -1.16 3.09 0.26
H -2.07 0.77 3.56 0.33
H -1.59 1.92 1.29 0.28
H -3.31 1.61 1.61 0.52
H -2.63 0.72 -0.63 0.46
H -3.16 -0.56 0.47 0.30
H -0.31 0.24 0.40 -0.56
H -1.27 -0.82 -1.90 0.38
H -1.29 -2.28 -0.90 0.49
H 1.13 -2.15 -0.52 0.36
H 0.71 -2.12 -2.23 0.43
H 1.42 0.33 -0.58 -0.85
H 1.67 1.00 -3.27 0.53
H 0.37 -0.17 -3.34 0.46
H 0.16 1.28 -2.35 0.10
H 3.19 -1.53 -1.39 0.37
H 3.15 -0.55 -2.82 0.41
H 4.90 0.16 -1.39 0.51
H 3.94 0.18 0.05 0.36
H 4.44 2.37 -1.92 0.41
H 2.27 3.44 1.08 0.53
H 1.02 2.38 0.43 -0.12
H 2.49 1.66 1.05 0.17
H 1.05 3.65 -1.73 0.30
H 2.46 3.52 -2.76 0.43
H 2.46 4.70 -1.41 0.44
H -0.19 -1.96 1.45 0.37
C -4.37 -4.00 -2.54 -0.35
C -5.12 -2.73 -2.20 -0.31
O -4.10 -1.73 -2.36 -0.31
C -3.17 -2.22 -3.21 0.77
O -2.28 -1.57 -3.68 -0.54
O -3.37 -3.53 -3.45 -0.33
H -5.00 -4.75 -3.01 0.32
H -3.88 -4.44 -1.67 0.26
H -5.93 -2.52 -2.89 0.27
H -5.50 -2.72 -1.18 0.30
```

=====

# 3
A molecular structure, C19H37As3ClIMgN5O5, computed with ωB97M-V/def2-TZVPD.

As for the net charge: +1. The HOMO energy comes out at -0.394 Eh. For the electronic energy, the calculation gives -246566.966 eV. The energy above the lowest of the compared OMol25 structures with the same formula, charge and spin is 8.6 kcal per mole. As for the frontier orbital gap: 0.3080 hartree.

Structure (XYZ):
```
72
Properties=species:S:1:pos:R:3:mulliken_charge:R:1
Mg -1.85 -0.46 0.13 1.40
C 2.01 -2.09 -2.61 -1.44
As 1.34 -0.94 -1.17 1.02
C 2.32 -1.86 0.26 -1.04
C 2.56 0.57 -1.51 -2.07
C 2.13 1.96 -1.01 2.50
C 3.08 2.98 -1.65 -2.38
C 0.72 2.32 -1.53 -2.29
As -0.94 1.83 -0.60 1.34
C -2.12 2.57 -1.96 -1.32
C -1.12 3.24 0.73 -1.34
C 2.18 2.05 0.52 -0.89
As 3.95 2.20 1.39 0.29
C 4.31 0.31 1.77 -1.00
C 3.19 2.60 3.15 -1.05
H 3.10 -2.14 -2.57 0.43
H 1.70 -1.69 -3.58 0.39
H 1.59 -3.09 -2.50 0.40
H 3.39 -1.87 0.05 0.58
H 1.96 -2.88 0.32 0.47
H 2.15 -1.37 1.22 -0.26
H 2.64 0.61 -2.60 0.55
H 3.55 0.31 -1.13 0.63
H 2.90 3.04 -2.73 0.49
H 4.13 2.71 -1.50 0.57
H 2.93 3.98 -1.23 0.44
H 0.59 1.91 -2.54 0.43
H 0.63 3.40 -1.62 0.71
H -1.89 3.62 -2.11 0.49
H -3.16 2.46 -1.66 0.38
H -1.96 2.02 -2.89 0.29
H -0.82 4.20 0.31 0.49
H -0.53 3.02 1.62 0.21
H -2.17 3.28 1.02 0.48
H 1.62 1.22 0.97 -0.23
H 1.68 2.98 0.83 0.69
H 4.67 -0.21 0.89 0.22
H 3.42 -0.20 2.15 0.18
H 5.09 0.27 2.53 0.52
H 2.78 3.61 3.15 0.35
H 3.98 2.56 3.90 0.41
H 2.41 1.89 3.42 0.19
N -0.64 -2.18 3.71 0.00
C -0.61 -0.94 4.31 -1.12
C -0.72 -0.04 3.29 -0.45
N -0.80 -0.70 2.09 0.41
C -0.76 -1.99 2.39 -0.16
C -0.87 -2.97 1.32 -0.08
N -1.20 -2.56 0.11 0.41
C -1.16 -3.68 -0.69 -0.56
C -0.80 -4.76 0.05 -0.96
N -0.62 -4.29 1.33 0.00
H -0.64 -3.06 4.20 0.18
H -0.53 -0.82 5.37 0.44
H -0.74 1.03 3.36 0.46
H -1.38 -3.62 -1.74 0.51
H -0.67 -5.79 -0.21 0.44
H -0.30 -4.84 2.11 0.18
N -4.33 -1.95 -1.89 -0.18
C -3.41 -1.18 -2.48 0.62
O -2.38 -0.83 -1.90 -0.82
C -3.64 -0.79 -3.91 -1.43
I -5.21 0.64 -4.08 0.12
H -4.28 -2.09 -0.89 0.21
H -5.22 -2.08 -2.34 0.28
H -3.93 -1.64 -4.52 0.56
H -2.74 -0.33 -4.30 0.43
O -3.22 0.91 1.95 -0.54
Cl -4.16 0.13 1.16 1.74
O -3.59 -1.25 1.07 -0.79
O -5.47 0.11 1.70 -0.65
O -4.11 0.63 -0.20 -0.49
```

=====

# 4
A molecular structure, C19H37Cl12InN, computed with ωB97M-V/def2-TZVPD.

As for the net charge: -1. The HOMO energy comes out at -0.169 Eh. For the electronic energy, the calculation gives -177231.964 eV. The energy above the lowest of the compared OMol25 structures with the same formula, charge and spin is 63.7 kcal per mole. As for the frontier orbital gap: 0.2280 hartree.

Structure (XYZ):
```
70
Properties=species:S:1:pos:R:3:mulliken_charge:R:1
C -3.89 -2.95 -3.42 -0.39
C -4.15 -1.67 -3.65 -0.36
C -4.45 -0.07 -3.73 0.17
C -3.71 0.60 -5.01 -0.47
C -2.47 1.57 -4.65 -0.83
In -2.84 3.05 -2.98 0.62
C -4.19 4.79 -3.52 -0.81
C -4.02 5.90 -2.34 0.03
N -2.82 6.25 -1.84 -0.57
H -3.57 -4.05 -3.42 0.33
H -4.16 0.37 -2.71 -0.06
H -5.60 0.04 -3.93 0.23
H -3.27 -0.28 -5.62 0.26
H -4.47 1.11 -5.73 0.26
H -2.26 2.21 -5.61 0.24
H -1.48 1.02 -4.43 0.22
H -1.28 3.67 -2.36 -0.36
H -3.67 2.19 -1.59 -0.36
H -5.28 4.42 -3.56 0.25
H -3.84 5.23 -4.52 0.19
H -4.93 6.42 -1.86 0.26
H -2.98 6.98 -1.10 0.21
Cl -2.50 -0.70 -0.92 -0.09
C -1.38 -0.54 0.46 -0.37
C -0.44 0.64 0.29 -0.42
Cl 0.74 0.39 -1.02 -0.19
H -0.83 -1.47 0.56 0.11
H -1.99 -0.40 1.35 0.33
H 0.14 0.79 1.21 0.30
H -0.98 1.57 0.08 0.34
Cl 1.50 -2.19 1.41 -0.24
C 2.85 -2.35 0.26 0.08
C 4.20 -2.34 0.95 -0.03
Cl 4.59 -0.75 1.64 -0.21
H 2.76 -1.55 -0.48 0.26
H 2.71 -3.30 -0.26 -0.15
H 4.98 -2.57 0.22 0.35
H 4.25 -3.08 1.75 -0.08
Cl 4.89 -6.08 3.00 -0.17
C 5.14 -5.71 4.72 -0.44
C 4.00 -4.89 5.30 -0.52
Cl 3.95 -3.24 4.63 -0.18
H 6.09 -5.19 4.82 0.24
H 5.21 -6.66 5.25 0.36
H 4.12 -4.79 6.38 0.30
H 3.03 -5.36 5.11 0.40
Cl 6.51 -3.02 6.97 -0.18
C 5.56 -1.53 7.20 -0.42
C 5.54 -1.08 8.65 -0.40
Cl 4.61 -2.19 9.69 -0.20
H 4.55 -1.71 6.82 0.24
H 6.02 -0.76 6.58 0.34
H 5.06 -0.10 8.72 0.30
H 6.55 -0.99 9.06 0.31
Cl -0.06 -5.62 -1.75 -0.16
C 0.88 -7.09 -1.39 -0.40
C 2.08 -6.81 -0.51 -0.48
Cl 3.33 -5.86 -1.36 -0.20
H 1.17 -7.55 -2.34 0.31
H 0.20 -7.78 -0.87 0.29
H 2.55 -7.75 -0.21 0.33
H 1.80 -6.26 0.39 0.31
Cl -6.24 9.96 -2.39 -0.20
C -4.88 9.80 -3.53 -0.43
C -3.54 9.81 -2.83 -0.20
Cl -3.15 11.40 -2.13 -0.21
H -4.96 10.60 -4.27 0.36
H -5.02 8.85 -4.05 0.27
H -2.74 9.58 -3.54 0.31
H -3.50 9.07 -2.02 0.06
```

=====

# 5
A molecular structure, C19H37KN5O5S2Si, computed with ωB97M-V/def2-TZVPD.

As for the net charge: -1. The HOMO energy comes out at -0.191 Eh. For the electronic energy, the calculation gives -83870.788 eV. The energy above the lowest of the compared OMol25 structures with the same formula, charge and spin is 8.0 kcal per mole. As for the frontier orbital gap: 0.2791 hartree.

Structure (XYZ):
```
70
Properties=species:S:1:pos:R:3:mulliken_charge:R:1
K -0.76 2.61 -0.50 0.60
N 2.93 3.42 0.39 -0.68
N 2.76 2.21 1.09 0.22
C 2.53 2.18 2.42 0.33
N 2.06 0.98 2.83 -0.23
S 2.79 3.48 3.46 -0.46
H 3.93 3.55 0.24 0.22
H 2.65 4.16 1.03 0.23
H 2.34 1.48 0.53 0.16
H 1.62 0.36 2.16 -0.04
H 1.76 0.95 3.79 0.21
O -2.88 3.40 -0.91 -0.65
N -3.09 4.63 -0.80 -0.19
N -2.03 5.35 -0.70 0.83
O -0.79 4.89 -0.71 -0.95
C -2.23 6.78 -0.58 0.14
C -3.49 7.35 -0.52 -0.28
C -3.60 8.72 -0.40 -0.37
C -2.47 9.53 -0.34 -0.50
C -1.22 8.94 -0.41 -0.34
C -1.09 7.56 -0.53 -0.49
H -4.37 6.72 -0.57 0.42
H -4.59 9.17 -0.34 0.34
H -2.57 10.61 -0.25 0.36
H -0.33 9.55 -0.35 0.33
H -0.13 7.07 -0.57 0.41
C -1.67 -2.67 -3.51 -1.82
C -0.35 -2.86 -2.79 1.79
C 0.14 -4.29 -2.92 -1.46
C 0.68 -1.87 -3.32 -1.45
O -0.62 -2.61 -1.41 0.16
Si 0.37 -2.14 -0.16 -1.22
S 0.67 -0.10 -0.08 -0.17
O 1.75 -3.04 -0.38 0.31
C 2.73 -3.50 0.55 1.86
C 3.99 -3.72 -0.27 -1.82
C 2.99 -2.46 1.64 -1.39
C 2.23 -4.80 1.15 -1.47
O -0.33 -2.78 1.20 0.11
C -1.69 -2.92 1.60 1.79
C -2.27 -4.16 0.93 -1.50
C -2.47 -1.67 1.21 -1.44
C -1.66 -3.10 3.11 -1.83
H -1.57 -2.89 -4.58 0.44
H -2.02 -1.65 -3.40 0.37
H -2.43 -3.34 -3.09 0.34
H 0.33 -4.53 -3.97 0.46
H -0.61 -4.98 -2.53 0.33
H 1.06 -4.43 -2.35 0.07
H 0.82 -2.03 -4.40 0.50
H 1.64 -1.99 -2.83 0.20
H 0.35 -0.84 -3.16 0.28
H 4.31 -2.78 -0.73 0.38
H 3.80 -4.44 -1.07 0.34
H 4.81 -4.10 0.36 0.41
H 3.30 -1.51 1.20 0.35
H 3.77 -2.82 2.31 0.56
H 2.08 -2.29 2.23 0.09
H 2.04 -5.53 0.36 0.34
H 1.30 -4.63 1.70 0.07
H 2.97 -5.22 1.84 0.44
H -2.25 -4.05 -0.16 0.10
H -3.30 -4.32 1.26 0.47
H -1.68 -5.04 1.20 0.34
H -2.49 -1.54 0.12 0.18
H -2.02 -0.79 1.66 0.26
H -3.50 -1.76 1.56 0.50
H -1.04 -3.96 3.37 0.36
H -2.67 -3.26 3.50 0.42
H -1.24 -2.21 3.58 0.37
```

=====

# 6
A molecular structure, C19H37O5PPdS2Si2Te, computed with ωB97M-V/def2-TZVPD.

As for the net charge: +1. The HOMO energy (spin up / spin down) comes out at -0.421 / -0.421 Eh. For the electronic energy, the calculation gives -88027.814 eV. The spin multiplicity is 2. The energy above the lowest of the compared OMol25 structures with the same formula, charge and spin is 0.0 kcal per mole. As for the frontier orbital gap (spin up / spin down): 0.2610 / 0.2305 hartree.

Structure (XYZ):
```
68
Properties=species:S:1:pos:R:3:mulliken_spin:R:1
Pd 0.38 1.00 -0.51 0.57
C 2.96 5.20 -4.63 0.00
C 3.53 4.56 -3.39 0.00
O 2.44 4.16 -2.50 0.00
P 1.82 2.74 -2.40 0.01
S -0.14 2.82 -1.95 0.00
S 2.58 1.61 -0.88 0.00
O 2.14 2.10 -3.79 0.00
C 1.77 0.72 -4.13 0.00
C 0.58 0.73 -5.05 0.00
H 3.78 5.57 -5.26 0.00
H 2.32 6.05 -4.37 0.00
H 2.38 4.49 -5.21 0.00
H 4.11 5.26 -2.80 0.00
H 4.14 3.69 -3.62 0.00
H 1.58 0.17 -3.21 -0.01
H 2.66 0.30 -4.60 0.00
H -0.30 1.15 -4.56 0.00
H 0.35 -0.30 -5.34 0.00
H 0.79 1.30 -5.95 0.00
C 0.38 -3.98 0.86 0.00
Si -0.24 -3.22 2.46 0.00
C -1.92 -3.90 2.93 0.00
C 1.00 -3.43 3.84 0.00
C -0.47 -1.35 2.21 0.00
Te 1.29 -0.42 1.49 0.15
C 1.45 1.01 3.06 0.00
Si 0.19 2.44 3.19 0.00
C -1.55 1.83 2.87 0.00
C 0.68 3.77 1.97 0.02
C 0.35 3.07 4.94 0.00
H 1.33 -4.50 1.02 0.00
H 0.54 -3.24 0.07 0.00
H -0.34 -4.71 0.49 0.00
H -1.86 -4.97 3.11 0.00
H -2.64 -3.73 2.13 0.00
H -2.30 -3.43 3.84 0.00
H 1.17 -4.49 4.05 0.00
H 0.66 -2.96 4.77 0.00
H 1.97 -3.00 3.58 0.00
H -0.71 -0.85 3.15 0.00
H -1.28 -1.13 1.51 0.00
H 2.46 1.41 2.97 0.00
H 1.43 0.39 3.96 0.01
H -1.67 1.36 1.89 0.00
H -2.22 2.69 2.90 0.00
H -1.88 1.13 3.63 0.00
H 0.62 3.44 0.93 -0.02
H 1.69 4.12 2.16 0.00
H 0.00 4.62 2.08 0.00
H 0.09 2.30 5.67 0.00
H -0.31 3.92 5.10 0.00
H 1.37 3.40 5.15 0.00
O -0.63 -3.35 -2.38 0.00
C -1.86 -3.19 -1.84 0.00
C -2.83 -4.18 -1.96 0.00
C -4.09 -4.00 -1.41 0.00
C -4.41 -2.82 -0.74 0.00
C -3.45 -1.84 -0.62 0.00
C -2.16 -2.01 -1.15 0.02
C -1.18 -0.94 -0.93 -0.02
O -1.55 0.17 -0.41 0.03
O 0.06 -1.09 -1.18 0.22
H -0.58 -4.21 -2.80 0.00
H -2.59 -5.10 -2.49 0.00
H -4.83 -4.78 -1.52 0.00
H -5.39 -2.68 -0.32 0.00
H -3.67 -0.91 -0.11 0.00
```

=====

# 7
2 unconnected molecules or ions with the total composition C19H38N2O3S3, computed with ωB97M-V/def2-TZVPD.

As for the net charge: 0. The HOMO energy comes out at -0.130 Eh. For the electronic energy, the calculation gives -61939.785 eV. As for the frontier orbital gap: 0.0782 hartree.

Structure (XYZ):
```
65
Properties=species:S:1:pos:R:3:mulliken_charge:R:1
O -2.99 -1.42 0.94 -0.57
C -1.86 -0.63 0.65 -0.38
C -1.82 -0.27 -0.85 0.28
S -0.12 0.13 -1.28 0.29
C -0.10 1.44 -2.53 -0.70
C 0.03 2.79 -1.82 -1.07
C -1.18 3.20 -1.01 0.03
S -2.51 3.73 -2.13 -0.13
C -3.95 3.43 -1.17 0.11
S -3.95 3.62 0.44 -0.15
N -5.03 3.05 -1.98 -0.06
C -6.34 3.40 -1.41 -0.70
C -7.39 3.08 -2.45 -0.60
O -7.40 1.74 -2.90 -0.38
C -6.25 0.94 -2.74 -0.59
C -4.97 1.58 -2.16 0.01
H -3.76 -0.85 0.93 0.35
H -1.88 0.30 1.22 0.34
H -0.96 -1.17 0.93 0.22
H -2.21 -1.09 -1.46 0.57
H -2.44 0.60 -1.04 -0.62
H 0.32 -0.99 -1.93 0.15
H -1.00 1.36 -3.14 0.43
H 0.79 1.25 -3.12 0.50
H 0.24 3.53 -2.59 0.40
H 0.90 2.75 -1.16 0.43
H -1.58 2.38 -0.40 -0.24
H -0.95 4.00 -0.32 0.51
H -6.53 2.90 -0.46 0.42
H -6.37 4.48 -1.27 0.51
H -7.24 3.75 -3.31 0.31
H -8.37 3.29 -2.02 0.36
H -6.52 0.10 -2.10 0.27
H -6.01 0.51 -3.71 0.28
H -4.74 1.11 -1.20 0.11
H -4.14 1.36 -2.83 0.18
C 3.33 -1.54 -0.43 -1.29
C 3.31 -1.27 1.09 1.48
C 2.44 -2.34 1.77 -0.99
C 3.08 -3.74 1.83 -0.78
C 4.61 -3.68 1.87 -1.45
C 5.19 -2.35 2.38 1.79
N 4.69 -1.28 1.54 0.41
O 5.17 -0.03 1.90 -0.92
C 6.70 -2.41 2.20 -1.90
C 4.89 -2.17 3.88 -1.73
C 2.65 0.07 1.33 -1.50
H 3.92 -0.77 -0.93 0.39
H 2.30 -1.53 -0.87 -0.18
H 3.77 -2.51 -0.66 0.44
H 2.22 -2.01 2.79 0.43
H 1.47 -2.40 1.27 0.17
H 2.70 -4.25 2.72 0.36
H 2.75 -4.34 0.98 0.32
H 4.99 -4.50 2.48 0.55
H 5.01 -3.85 0.87 0.30
H 6.96 -2.47 1.14 0.44
H 7.11 -3.30 2.71 0.39
H 7.17 -1.53 2.62 0.37
H 5.31 -3.00 4.45 0.40
H 3.82 -2.14 4.09 0.33
H 5.33 -1.24 4.23 0.37
H 1.63 0.01 0.92 0.16
H 3.18 0.88 0.82 0.37
H 2.58 0.33 2.38 0.42
```